Record 1
ORCA calculation (ωB97M-V/def2-TZVPD) on a 15-piece molecular cluster, C43H82NO31 overall at a distorted geometry.

LUMO level in eV: -4.60
HOMO-LUMO gap in eV: 6.8413

Structure (ORCA input):
```
! RIJCOSX wB97M-V def2-TZVPD def2/J DEFGRID3
* xyz 1 1
C -2.984 3.607 10.895
C -4.441 3.650 10.561
C -5.119 4.851 11.270
C -6.516 5.269 10.792
C -6.463 5.568 9.334
C -5.839 4.507 8.433
N -4.568 3.993 9.085
O -3.843 3.326 8.334
C -5.459 5.226 7.151
C -6.792 3.365 8.153
C -5.116 2.312 10.931
H -2.797 3.537 11.962
H -2.586 4.504 10.413
H -2.433 2.834 10.359
H -4.483 5.735 11.176
H -5.085 4.586 12.329
H -6.830 6.092 11.437
H -7.318 4.563 11.025
H -5.819 6.440 9.198
H -7.469 5.812 8.993
H -6.291 5.718 6.650
H -5.017 4.487 6.482
H -4.743 6.032 7.307
H -7.651 3.624 7.535
H -7.179 2.998 9.104
H -6.346 2.548 7.583
H -4.789 1.496 10.286
H -6.205 2.270 10.866
H -4.885 2.087 11.973
C -6.243 11.206 9.715
C -6.996 9.917 10.022
O -6.012 8.936 10.178
C -4.792 9.493 10.127
O -3.766 8.900 10.296
O -4.893 10.761 9.709
H -6.428 11.859 10.566
H -6.581 11.558 8.744
H -7.731 9.705 9.241
H -7.650 9.915 10.896
C -9.502 4.701 14.706
C -9.923 3.304 15.110
O -9.392 2.527 14.048
C -9.223 3.294 12.947
O -8.891 2.930 11.843
O -9.433 4.561 13.261
H -8.509 5.016 15.023
H -10.269 5.450 14.887
H -11.014 3.337 15.096
H -9.569 3.072 16.112
C -6.487 8.002 14.903
C -6.809 7.368 13.529
O -6.853 8.521 12.717
C -6.151 9.500 13.260
O -5.864 10.540 12.712
O -5.839 9.202 14.497
H -5.989 7.334 15.602
H -7.443 8.197 15.395
H -7.790 6.896 13.502
H -6.072 6.658 13.153
C -4.225 1.172 15.005
C -5.631 1.061 15.666
O -6.235 2.354 15.462
C -5.372 3.150 14.829
O -5.593 4.298 14.514
O -4.259 2.515 14.540
H -4.144 0.462 14.185
H -3.419 1.117 15.734
H -5.580 0.813 16.725
H -6.315 0.358 15.194
C -10.525 -0.719 7.109
C -9.392 -0.415 8.109
O -8.661 0.650 7.572
C -9.263 1.075 6.452
O -9.024 2.068 5.821
O -10.268 0.245 6.107
H -11.490 -0.523 7.576
H -10.479 -1.713 6.669
H -8.783 -1.308 8.254
H -9.839 -0.164 9.071
C -10.087 5.176 6.092
C -10.888 6.313 5.436
O -10.668 7.354 6.369
C -9.709 7.048 7.241
O -9.260 7.830 8.039
O -9.195 5.831 6.976
H -9.491 4.654 5.344
H -10.788 4.426 6.459
H -11.850 5.839 5.252
H -10.394 6.670 4.532
C -0.207 2.417 13.800
C 0.542 1.106 13.728
O -0.359 0.179 13.101
C -1.545 0.820 12.943
O -2.487 0.248 12.468
O -1.534 2.060 13.418
H 0.179 3.128 13.067
H -0.023 2.881 14.768
H 0.950 0.798 14.689
H 1.377 1.231 13.039
C -5.578 -3.402 8.089
C -5.868 -3.121 6.615
O -5.516 -1.746 6.537
C -5.513 -1.160 7.701
O -5.338 0.018 7.871
O -5.660 -2.083 8.663
H -4.627 -3.922 8.209
H -6.305 -4.047 8.581
H -6.917 -3.237 6.340
H -5.244 -3.681 5.923
O -2.977 6.605 8.869
H -2.666 7.302 9.458
H -3.022 7.028 7.994
C -6.522 -1.461 12.512
C -6.903 -0.711 11.238
O -7.924 0.194 11.528
H -6.101 -0.794 13.264
H -5.729 -2.199 12.367
H -7.403 -2.019 12.830
H -7.213 -1.421 10.470
H -6.027 -0.290 10.735
H -7.640 0.953 12.044
C -0.247 4.459 6.817
C 0.565 5.297 7.821
O -0.165 5.307 9.058
H -1.132 4.993 6.473
H -0.444 3.451 7.186
H 0.354 4.179 5.947
H 0.717 6.299 7.421
H 1.519 4.792 7.961
H -1.062 5.629 8.916
C 0.964 2.008 9.945
C 1.987 3.009 10.432
O 1.451 4.164 11.014
H 1.375 1.106 9.488
H 0.144 2.417 9.358
H 0.591 1.520 10.853
H 2.609 3.254 9.562
H 2.679 2.562 11.147
H 0.921 4.631 10.348
C -3.831 0.941 4.163
C -4.061 2.450 4.344
O -4.095 3.092 3.066
H -4.019 0.476 5.132
H -2.816 0.800 3.794
H -4.525 0.519 3.436
H -3.318 2.866 5.022
H -5.045 2.619 4.790
H -4.905 2.851 2.611
C -1.609 9.581 5.220
C -1.987 8.121 5.368
O -2.847 7.935 6.485
H -2.426 10.300 5.238
H -1.039 9.648 4.289
H -0.830 9.897 5.916
H -1.129 7.466 5.513
H -2.544 7.760 4.500
H -3.657 8.444 6.393
*
```

=====

Record 2
ORCA calculation (ωB97M-V/def2-TZVPD) on an isolated ion of composition C3H10NS3 and charge +1 at a distorted geometry.

LUMO level in eV: -5.11
SMILES: CCC[N+](S)(S)S
HOMO-LUMO gap in eV: 9.3033

Structure (ORCA input):
```
! RIJCOSX wB97M-V def2-TZVPD def2/J DEFGRID3
* xyz 1 1
C -1.368 1.354 1.365
C -0.098 0.614 0.976
C -0.379 0.084 -0.432
N 0.797 -0.855 -0.887
S 0.941 -2.198 0.353
S 2.425 0.035 -0.972
S 0.515 -1.539 -2.495
H -1.603 1.957 0.543
H -2.117 0.493 1.489
H -1.324 1.917 2.202
H 0.069 -0.284 1.669
H 0.669 1.438 0.895
H -1.291 -0.648 -0.346
H -0.448 0.869 -1.141
H 0.431 -3.149 -0.300
H 2.499 0.265 0.314
H 0.282 -0.354 -3.233
*
```

=====

Record 3
ORCA calculation (ωB97M-V/def2-TZVPD) on one molecule with the formula C2H7NO.

LUMO level in eV: 1.07
SMILES: NCCO
HOMO-LUMO gap in eV: 10.3312

Structure (ORCA input):
```
! RIJCOSX wB97M-V def2-TZVPD def2/J DEFGRID3
* xyz 0 1
C -0.245 0.139 -1.029
O 0.613 1.242 -1.257
C 0.045 -0.614 0.257
N -0.105 0.208 1.441
H -1.245 0.574 -1.001
H -0.176 -0.583 -1.862
H 1.456 1.069 -0.825
H -0.582 -1.519 0.249
H 1.087 -0.936 0.212
H 0.116 -0.310 2.274
H -0.963 0.730 1.539
*
```

=====

Record 4
ORCA calculation (ωB97M-V/def2-TZVPD) on C4H14NO3 as an isolated structure at a distorted geometry.

LUMO level in eV: 3.86
HOMO-LUMO gap in eV: 8.1925

Structure (ORCA input):
```
! RIJCOSX wB97M-V def2-TZVPD def2/J DEFGRID3
* xyz -1 1
C -1.424 0.376 -0.291
N -1.257 -0.702 -1.248
C 0.085 -1.268 -1.237
O 1.049 -0.484 -1.821
C -2.243 -0.023 0.967
C -1.870 -1.377 1.565
H -1.919 1.267 -0.702
H -0.445 0.769 0.011
H -1.505 -0.437 -2.186
H 0.053 -2.238 -1.774
H 0.342 -1.499 -0.199
H -2.066 0.760 1.716
H -3.285 0.056 0.678
H -1.843 -2.122 0.766
H -2.631 -1.745 2.253
H -0.910 -1.276 2.036
H 1.450 2.333 1.871
H 2.515 1.817 0.959
O 2.386 2.504 1.703
H 1.677 0.116 -0.943
H 3.073 0.690 -0.677
O 2.342 0.562 -0.058
*
```